No. 1
{
  "formula": "C27H76N6O11",
  "method": "wB97M-V/def2-TZVPD",
  "homo_ha": -0.336,
  "smiles": "NC(N)=O.NC(N)=O.NC(N)=O.CC(C)O.CC(C)O.CC(C)O.CC(C)O.CC(C)O.CC(C)O.CC(C)O.CC(C)O",
  "orbital_gap_ev": 9.103,
  "de_lowest_kcal_mol": 29.2,
  "total_charge": 0,
  "symbols": ["H", "H", "C", "C", "H", "H", "H", "O", "H", "H", "H", "H", "H", "H", "H", "H", "H", "H", "H", "H", "C", "C", "H", "C", "H", "H", "C", "N", "C", "O", "N", "C", "H", "H", "C", "C", "H", "H", "H", "H", "H", "H", "C", "N", "C", "C", "H", "H", "H", "C", "C", "H", "H", "H", "C", "C", "H", "C", "H", "H", "O", "C", "N", "H", "H", "H", "C", "H", "O", "H", "O", "C", "C", "H", "H", "H", "N", "H", "C", "H", "H", "H", "C", "H", "H", "H", "O", "H", "H", "O", "H", "O", "H", "H", "O", "C", "H", "N", "C", "O", "H", "H", "H", "H", "H", "H", "H", "H", "H", "C", "H", "H", "H", "H", "H", "H", "H", "H", "H", "O"],
  "coordinates": [[5.00, -24.58, -14.77], [4.56, -19.21, -14.01], [-0.76, -22.25, -10.41], [7.93, -25.22, -10.83], [-2.07, -21.42, -8.96], [-0.52, -21.75, -8.28], [4.54, -21.56, -14.63], [6.38, -16.86, -17.60], [-1.16, -20.85, -12.04], [-0.25, -21.62, -15.95], [8.70, -17.67, -13.58], [5.24, -21.96, -13.00], [8.06, -18.09, -15.09], [0.24, -23.87, -10.77], [8.94, -16.09, -16.83], [9.47, -25.20, -12.31], [6.21, -25.42, -12.05], [6.00, -24.25, -10.77], [3.96, -14.32, -10.18], [7.58, -25.91, -10.06], [10.83, -18.20, -15.34], [3.47, -13.53, -12.06], [-0.28, -20.49, -14.51], [8.83, -25.94, -11.82], [8.28, -23.77, -9.49], [4.75, -15.69, -12.60], [5.19, -17.47, -18.22], [5.82, -24.08, -15.07], [-0.31, -21.38, -11.61], [10.19, -24.13, -14.91], [3.96, -17.87, -8.96], [5.21, -21.25, -13.83], [2.93, -12.74, -11.53], [2.74, -14.28, -12.38], [3.37, -16.79, -8.37], [3.64, -21.67, -9.44], [12.42, -23.31, -14.60], [8.93, -22.80, -13.06], [6.35, -20.02, -11.71], [6.86, -26.01, -17.40], [3.58, -20.77, -11.87], [1.54, -15.95, -8.15], [5.14, -15.41, -11.62], [2.40, -21.68, -8.87], [10.39, -22.73, -14.71], [-1.00, -21.39, -9.19], [4.91, -16.23, -10.93], [8.42, -21.85, -14.43], [12.15, -21.55, -14.35], [4.49, -14.13, -11.11], [9.29, -22.11, -13.83], [5.27, -18.65, -11.53], [3.41, -16.83, -17.04], [5.51, -21.02, -9.23], [6.71, -24.60, -11.52], [8.60, -17.28, -14.59], [2.26, -21.53, -7.88], [0.11, -20.68, -15.51], [1.92, -21.47, -14.83], [-1.64, -22.78, -10.75], [5.52, -13.17, -10.80], [4.77, -16.49, -19.29], [6.24, -25.68, -16.68], [5.52, -16.37, -20.07], [5.42, -26.18, -16.42], [-0.70, -20.34, -9.25], [1.62, -20.65, -15.51], [6.38, -17.13, -16.68], [0.35, -23.15, -10.14], [0.21, -21.98, -12.35], [9.61, -16.78, -16.73], [4.74, -19.94, -13.22], [5.74, -19.30, -12.28], [9.74, -21.22, -13.38], [9.38, -24.26, -15.43], [7.93, -16.42, -14.56], [2.01, -16.73, -8.57], [4.65, -17.97, -16.24], [9.89, -17.00, -15.35], [4.61, -15.52, -18.81], [2.34, -19.50, -14.07], [3.90, -13.12, -12.98], [6.66, -24.55, -16.03], [11.78, -22.74, -13.07], [4.64, -21.04, -7.73], [6.23, -15.34, -11.67], [7.76, -24.04, -16.25], [0.44, -20.65, -11.30], [5.22, -12.68, -10.03], [3.96, -15.98, -7.69], [1.95, -20.25, -17.68], [2.11, -19.41, -15.00], [3.85, -16.81, -19.78], [-0.32, -19.91, -16.16], [3.76, -22.01, -10.62], [11.78, -22.56, -14.14], [6.14, -23.41, -14.38], [4.63, -21.05, -8.73], [4.13, -17.64, -17.14], [3.47, -20.13, -12.59], [8.26, -26.31, -12.68], [2.20, -21.94, -17.16], [6.49, -18.67, -12.77], [10.95, -18.57, -14.32], [10.30, -22.27, -15.70], [11.81, -17.84, -15.67], [1.46, -17.50, -8.92], [9.38, -26.75, -11.36], [3.33, -20.68, -16.85], [2.26, -20.89, -16.85], [4.93, -18.04, -8.80], [7.04, -23.88, -12.27], [6.20, -21.09, -14.28], [3.43, -18.59, -9.42], [10.38, -16.11, -14.94], [5.62, -18.41, -18.56], [10.50, -18.96, -16.04], [1.73, -22.24, -9.40], [3.52, -18.52, -17.38], [8.72, -24.18, -10.24]]
}

=====

No. 2
{
  "formula": "C20H25MgN3O3S2",
  "method": "wB97M-V/def2-TZVPD",
  "homo_ha": [-0.473, -0.471],
  "orbital_gap_ev": [4.697, 4.572],
  "de_lowest_kcal_mol": 0.0,
  "total_charge": 2,
  "symbols": ["H", "H", "H", "H", "H", "O", "H", "C", "C", "H", "H", "C", "H", "H", "N", "C", "H", "O", "H", "N", "H", "H", "H", "C", "O", "H", "H", "C", "Mg", "H", "C", "S", "C", "H", "C", "H", "C", "C", "H", "S", "C", "H", "C", "N", "H", "C", "C", "C", "C", "H", "H", "C", "C", "C"],
  "coordinates": [[1.40, -2.45, 1.39], [2.71, 1.16, -2.20], [1.23, -0.38, -2.46], [-3.28, 0.32, -5.37], [-1.09, -1.78, -1.20], [0.07, -0.12, 0.61], [1.43, 2.40, -2.21], [-2.30, 0.81, -5.15], [-1.69, -1.82, -5.71], [-1.23, 3.00, 2.40], [4.18, 2.57, -1.09], [1.56, -3.14, 2.22], [-1.09, 4.18, 3.75], [0.47, -2.88, -1.30], [1.56, 1.31, -0.40], [3.14, 2.91, -0.97], [-1.29, -1.21, -6.56], [1.65, 1.68, 1.92], [-1.02, -3.21, -3.39], [-0.75, 1.04, 4.07], [-1.76, 0.52, -1.92], [2.63, -3.37, 2.33], [0.57, -2.53, -3.93], [0.85, 0.08, -0.34], [2.87, 2.93, 0.48], [1.01, -4.08, 2.03], [-2.49, 1.82, -4.72], [-1.60, 0.03, -4.07], [0.24, 0.34, 2.46], [-1.66, 0.92, -6.05], [0.01, -1.92, -1.46], [1.15, -3.44, 5.03], [-0.45, -2.31, -3.62], [-1.32, -2.85, -5.83], [2.00, 1.96, 0.80], [-1.02, 0.21, 7.30], [1.06, -2.54, 3.50], [2.20, 1.91, -1.59], [-0.63, 1.62, -2.92], [-1.75, 2.30, 6.09], [-1.50, 0.91, -2.92], [3.00, 3.92, -1.34], [0.38, -2.09, 5.82], [0.52, -1.36, 3.62], [-2.80, -1.85, -5.74], [-1.33, 2.17, 4.37], [-0.57, 0.18, 5.17], [0.09, -1.08, 4.93], [-1.60, 3.27, 3.40], [0.16, -2.04, 6.88], [-2.68, 3.45, 3.36], [-1.07, 0.72, 6.34], [-1.19, -1.32, -4.38], [1.03, -0.87, -1.44]]
}

=====

No. 3
{
  "formula": "C4H3KMgO",
  "method": "wB97M-V/def2-TZVPD",
  "homo_ha": -0.607,
  "orbital_gap_ev": 5.114,
  "total_charge": 2,
  "symbols": ["C", "K", "H", "C", "Mg", "H", "C", "O", "H", "C"],
  "coordinates": [[1.48, 1.53, -0.10], [1.25, 1.97, 3.81], [2.18, -0.60, 1.51], [0.27, 0.61, 1.08], [-1.42, 1.98, 0.26], [2.10, 2.88, -0.78], [1.43, 0.10, 1.16], [2.15, 3.05, 1.62], [1.59, 1.08, -1.09], [2.09, 2.67, 0.48]]
}

=====

No. 4
{
  "formula": "C51H45Cl3N5O3S2TeTi",
  "method": "wB97M-V/def2-TZVPD",
  "homo_ha": -0.503,
  "orbital_gap_ev": 4.550,
  "de_lowest_kcal_mol": 0.0,
  "total_charge": 3,
  "symbols": ["H", "C", "H", "O", "C", "C", "H", "C", "C", "H", "H", "C", "H", "H", "C", "H", "C", "C", "C", "O", "N", "H", "C", "S", "C", "C", "C", "Te", "C", "C", "H", "H", "C", "H", "H", "C", "C", "C", "H", "C", "H", "H", "H", "H", "C", "C", "C", "H", "C", "H", "H", "C", "H", "H", "C", "C", "H", "H", "C", "H", "C", "C", "C", "H", "H", "C", "C", "C", "H", "C", "C", "H", "H", "N", "Cl", "N", "H", "H", "C", "C", "H", "H", "H", "H", "C", "C", "C", "Ti", "C", "C", "C", "C", "H", "N", "C", "H", "H", "C", "N", "C", "H", "Cl", "C", "C", "H", "H", "Cl", "H", "H", "O", "S"],
  "coordinates": [[-17.55, -6.43, 16.35], [-13.33, -6.65, 13.20], [-10.94, -5.06, 17.93], [-14.44, -5.83, 13.53], [-16.41, -7.91, 17.39], [-13.88, -3.40, 10.89], [-18.01, -9.02, 16.46], [-15.49, -5.05, 10.62], [-16.94, -9.05, 16.56], [-19.55, -3.68, 13.93], [-10.63, -6.75, 15.88], [-15.40, -2.11, 17.05], [-16.05, 0.08, 22.69], [-17.42, -4.44, 14.89], [-15.35, -4.63, 9.31], [-10.59, -5.70, 9.55], [-15.03, -7.04, 19.16], [-11.40, -5.01, 13.22], [-20.28, -2.99, 15.83], [-15.36, -4.76, 19.97], [-14.18, -1.51, 21.69], [-14.64, -5.69, 15.98], [-15.75, -5.79, 19.12], [-14.12, -3.46, 9.15], [-13.73, -7.00, 19.91], [-16.27, -1.47, 12.88], [-16.53, -5.55, 18.01], [-14.46, -0.17, 15.02], [-17.51, -0.08, 14.49], [-18.70, -0.34, 13.75], [-17.35, -2.15, 11.19], [-11.93, -10.55, 23.31], [-15.62, -0.59, 23.40], [-10.26, -8.99, 22.26], [-15.56, -0.16, 24.40], [-10.34, -4.33, 12.60], [-13.59, -9.83, 22.24], [-18.66, -1.14, 12.62], [-13.91, -3.86, 13.52], [-16.89, -6.63, 17.20], [-20.76, -2.23, 17.76], [-12.22, -8.10, 14.33], [-11.25, -2.89, 25.00], [-13.34, -2.15, 16.41], [-17.43, -1.69, 12.17], [-15.42, -8.07, 18.34], [-19.34, -3.59, 14.98], [-16.39, -1.82, 16.65], [-13.07, -2.06, 21.22], [-14.23, -10.54, 22.77], [-10.42, -1.41, 24.49], [-13.21, -8.02, 20.72], [-18.61, -2.98, 18.77], [-13.68, -7.36, 12.47], [-11.54, -6.31, 16.24], [-10.91, -2.35, 24.13], [-11.10, -7.34, 20.57], [-16.78, -10.01, 17.03], [-11.80, -8.04, 21.06], [-15.09, -8.97, 20.99], [-18.13, -3.99, 15.49], [-20.02, -2.70, 17.12], [-12.22, -9.85, 22.56], [-15.59, -4.28, 13.47], [-13.28, -1.19, 24.92], [-10.85, -5.43, 10.53], [-14.32, -2.10, 15.98], [-14.66, -4.32, 11.54], [-14.89, -1.08, 21.08], [-12.17, -5.94, 12.52], [-16.34, -0.64, 14.06], [-14.51, -2.87, 15.25], [-15.31, -1.81, 12.46], [-12.06, -2.37, 21.98], [-12.81, -7.17, 10.16], [-15.56, -3.43, 17.67], [-19.49, -1.27, 11.98], [-9.76, -3.58, 13.16], [-12.09, -2.04, 23.29], [-11.71, -5.40, 17.24], [-16.56, -9.10, 15.52], [-17.50, 0.66, 15.29], [-15.19, -1.38, 17.83], [-15.85, -5.05, 8.47], [-13.06, -7.43, 14.48], [-13.61, -5.71, 16.20], [-16.63, -4.17, 17.53], [-13.96, -4.32, 18.87], [-18.82, -3.18, 17.71], [-13.23, -1.44, 23.84], [-17.88, -3.78, 16.87], [-14.64, -4.51, 13.04], [-11.69, -4.73, 14.25], [-13.02, -5.00, 17.18], [-11.30, -8.96, 21.97], [-14.86, -9.01, 18.34], [-13.96, -8.00, 14.70], [-11.86, -6.12, 11.18], [-12.74, -6.55, 15.62], [-14.04, -8.97, 21.26], [-21.24, -2.78, 15.37], [-12.78, -2.31, 11.52], [-14.32, -1.21, 23.03], [-10.03, -4.59, 11.28], [-16.25, -1.46, 23.56], [-16.19, -5.83, 10.91], [-8.71, -3.77, 10.53], [-19.62, 0.14, 14.08], [-10.16, -2.92, 23.63], [-13.11, -5.91, 19.80], [-12.87, -2.34, 19.50]]
}

=====

No. 5
{
  "formula": "C39H69IN2O15P2S",
  "method": "wB97M-V/def2-TZVPD",
  "homo_ha": -0.324,
  "smiles": "CC(=O)OCCCCCCCCc1cc(CCCI)c(PP(=O)(O)O)c2nsnc12.CCOC(C)=O.CCOC(C)=O.CCOC(C)=O.CCOC(C)=O.CCOC(C)=O",
  "orbital_gap_ev": 7.078,
  "de_lowest_kcal_mol": 183.6,
  "total_charge": 0,
  "symbols": ["H", "H", "H", "C", "C", "H", "H", "H", "H", "H", "C", "H", "N", "H", "H", "C", "H", "H", "H", "H", "O", "H", "H", "H", "C", "H", "C", "H", "C", "H", "C", "C", "H", "H", "C", "O", "O", "H", "H", "C", "H", "C", "H", "H", "H", "C", "C", "O", "C", "C", "H", "C", "O", "H", "H", "H", "C", "I", "C", "H", "H", "H", "O", "C", "H", "H", "H", "H", "H", "C", "H", "H", "H", "O", "H", "H", "H", "C", "H", "N", "O", "S", "C", "C", "H", "C", "H", "C", "H", "H", "H", "O", "C", "H", "C", "O", "H", "H", "C", "C", "C", "C", "C", "H", "P", "C", "O", "O", "H", "O", "H", "H", "H", "H", "C", "C", "O", "H", "H", "O", "C", "C", "H", "H", "H", "H", "P", "H", "C"],
  "coordinates": [[-2.10, -6.52, -6.53], [-5.23, 3.97, 3.59], [8.10, -1.16, -6.07], [7.00, 0.88, -1.70], [1.69, 2.31, 3.95], [-3.16, -3.88, -3.47], [-8.73, -2.67, -2.02], [4.48, -2.11, -0.94], [-0.15, -0.15, 5.61], [-0.01, 0.55, 9.38], [-0.75, 2.88, 2.92], [-2.61, 2.34, -0.16], [3.24, -2.56, 2.50], [-0.73, 4.10, 0.94], [7.67, -2.43, -7.23], [-6.66, -0.43, -2.48], [0.84, 4.38, 3.38], [-3.53, 5.35, 6.23], [5.27, 3.02, 0.32], [-0.08, -0.62, 8.08], [-7.92, -0.21, -2.88], [-2.09, -0.18, -1.84], [8.07, 1.32, -8.99], [-0.96, 1.77, 3.07], [-8.73, -1.16, -3.58], [-2.46, 0.87, 9.29], [4.43, 1.09, 1.02], [-0.50, -0.39, -2.76], [-1.40, 3.34, 1.49], [-1.57, -4.82, -6.50], [-1.94, 0.45, 8.43], [-1.47, 1.41, 6.22], [-5.06, -1.81, -2.68], [-1.71, -0.76, 6.20], [-0.65, -0.20, 8.91], [6.21, 0.58, -6.79], [-0.38, -5.64, -4.26], [6.79, -1.99, 2.93], [-2.31, 4.29, 5.49], [-9.44, -2.08, -2.61], [5.64, -1.32, -6.34], [3.44, -1.15, 2.25], [-1.63, 0.01, 4.63], [0.94, 1.66, 4.53], [-8.15, -1.70, -4.32], [-6.13, -1.84, -2.48], [2.52, -0.28, 3.22], [6.44, -2.90, 2.83], [-1.71, 2.08, 0.52], [-0.29, 0.07, -0.52], [6.58, 1.91, -9.77], [-3.29, 4.76, 5.35], [5.03, -4.59, 1.09], [-5.99, 5.12, 2.51], [-2.62, -0.27, 7.97], [4.75, 1.93, -1.07], [-2.60, -4.79, -3.72], [6.98, 2.54, -3.16], [-2.15, -3.04, 0.60], [-6.68, 6.57, 4.40], [7.58, 2.31, -0.01], [-2.66, -5.48, -2.87], [0.52, -7.14, -5.62], [-2.29, -2.43, -0.89], [5.75, -1.02, -8.06], [-10.10, -2.77, -3.14], [-2.41, 3.87, 1.65], [-2.04, -4.19, 0.60], [-6.57, -2.47, -3.25], [-5.49, 5.03, 3.48], [-0.72, -5.95, -7.51], [-0.71, -3.98, -3.13], [6.04, 0.27, -1.95], [-5.98, 0.48, -2.05], [-0.69, -0.44, 0.44], [-3.12, -2.81, 1.17], [-9.48, -0.58, -4.13], [2.57, 1.28, 3.08], [-3.08, -5.28, -4.56], [1.70, -1.04, 4.18], [6.20, 2.72, -7.38], [2.09, -2.66, 3.78], [-0.28, -6.24, -5.46], [-1.22, 0.04, 5.65], [7.90, 0.20, -1.81], [-6.42, 5.52, 4.57], [8.30, -0.88, -7.79], [4.38, -0.46, 1.17], [-6.30, -2.29, -1.50], [6.73, 0.22, -9.38], [3.54, 3.06, 1.93], [7.46, -3.76, 0.57], [-1.03, -0.61, -1.78], [-1.37, 3.43, 3.71], [5.29, 1.92, -0.04], [-4.31, 5.84, 3.40], [-5.95, 5.46, 5.55], [0.51, 2.13, -0.08], [6.83, 1.47, -0.18], [-3.21, 5.66, 4.15], [0.80, 3.28, 3.01], [6.99, 1.22, -9.03], [-1.15, -4.45, -4.01], [-0.86, -0.99, 9.63], [6.15, -3.28, 1.19], [6.41, 1.56, -7.69], [-1.10, -2.07, -1.61], [-3.46, -2.34, -1.36], [-4.00, 3.95, 5.24], [-1.67, 1.54, 7.54], [4.68, -4.53, 0.17], [-1.23, -2.53, 1.06], [-10.03, -1.51, -1.90], [7.09, 0.59, 0.52], [6.24, -0.82, -7.10], [3.51, 1.93, 2.01], [-1.41, 2.39, 5.51], [-0.69, 2.05, -1.51], [1.19, 3.33, 1.92], [-2.20, 6.29, 3.91], [-0.48, 1.67, -0.43], [-1.24, -5.85, -6.55], [2.33, 2.97, 4.64], [-1.05, -3.74, -4.83], [0.83, -0.21, -0.57], [-7.34, 4.93, 4.58], [5.39, -1.57, 0.03], [-2.04, 1.17, 1.14], [7.66, -1.36, -7.05]]
}

=====

No. 6
{
  "formula": "C2H7NS2",
  "method": "wB97M-V/def2-TZVPD",
  "homo_ha": -0.318,
  "smiles": "C=CN.SS",
  "orbital_gap_ev": 8.679,
  "de_lowest_kcal_mol": 40.5,
  "total_charge": 0,
  "symbols": ["H", "H", "H", "H", "C", "S", "H", "N", "H", "C", "H", "S"],
  "coordinates": [[-0.50, -2.12, 1.74], [0.57, 0.48, 1.95], [0.40, 1.32, 0.57], [-1.63, -2.18, 0.30], [-1.00, -1.58, 0.95], [2.16, 0.53, -1.36], [-1.86, 0.12, 0.26], [-0.19, 0.83, 1.34], [3.14, 1.16, -2.08], [-1.02, -0.23, 0.86], [-0.61, 0.50, -2.08], [0.52, 1.18, -2.46]]
}

=====

No. 7
{
  "formula": "C2H4Si",
  "method": "wB97M-V/def2-TZVPD",
  "homo_ha": -0.344,
  "orbital_gap_ev": 8.705,
  "de_lowest_kcal_mol": 62.1,
  "total_charge": 0,
  "symbols": ["H", "H", "H", "Si", "C", "C", "H"],
  "coordinates": [[3.30, -0.19, -0.09], [-1.69, 0.43, 1.36], [-1.87, 1.00, -1.01], [-1.56, 0.09, -0.01], [1.12, 0.08, 0.14], [2.29, -0.07, -0.09], [-1.59, -1.34, -0.30]]
}

=====

Calculated calculated total energy, -2230.56990; -2162.95669; -1028.65715; -5763.56594; -4143.90372; -931.45910; -367.90386 Ha (same order as the records).